[1]
{"formula": "C23H31F6IrN5O6S3", "method": "ωB97M-V/def2-TZVPD", "symbols": ["Ir", "C", "O", "C", "C", "O", "C", "H", "H", "H", "H", "H", "H", "H", "H", "H", "H", "F", "C", "F", "F", "S", "O", "O", "N", "S", "O", "O", "C", "F", "F", "F", "C", "C", "C", "C", "C", "C", "N", "N", "C", "C", "C", "C", "C", "C", "H", "H", "H", "H", "H", "H", "H", "H", "H", "C", "N", "C", "C", "S", "N", "C", "C", "H", "H", "H", "H", "H", "H", "H", "H", "H", "H", "H", "H"], "coordinates": [[0.0378, 2.1406, 0.1509], [-1.5012, 1.6277, 2.8456], [-0.2230, 1.7787, 2.1849], [0.7216, 2.6063, 2.9136], [2.0589, 2.3994, 2.2616], [1.9221, 2.8320, 0.8972], [3.1994, 2.9770, 0.2302], [-1.3131, 1.2886, 3.8625], [-2.0578, 0.8754, 2.2971], [-2.0345, 2.5786, 2.8555], [0.7369, 2.2787, 3.9528], [0.3974, 3.6467, 2.8450], [2.3624, 1.3504, 2.2795], [2.8103, 3.0170, 2.7559], [3.7031, 3.8397, 0.6649], [2.9918, 3.1538, -0.8216], [3.8020, 2.0824, 0.3536], [3.8422, -2.2264, -2.2076], [2.8993, -1.9879, -1.3194], [3.1524, -2.6967, -0.2081], [1.7274, -2.4039, -1.8155], [2.8466, -0.1877, -0.9176], [1.8897, -0.0053, 0.1667], [4.2142, 0.1196, -0.6671], [2.3399, 0.4257, -2.2878], [0.8853, 0.9600, -2.4089], [-0.1535, 0.0707, -1.9533], [0.7213, 2.3378, -1.8576], [0.5814, 1.0036, -4.2308], [0.7072, -0.2421, -4.6637], [1.4290, 1.7973, -4.8561], [-0.6594, 1.4262, -4.3988], [-4.4277, -1.4178, -0.1333], [-4.9985, -0.1705, -0.3661], [-4.2109, 0.9654, -0.3824], [-2.8374, 0.8500, -0.1960], [-2.2556, -0.3882, -0.0003], [-3.0577, -1.5168, 0.0525], [-2.0081, 2.0129, -0.0964], [-2.6282, 3.0975, -0.0289], [-1.8281, 4.2199, 0.0810], [-2.4159, 5.4813, 0.0281], [-1.5969, 6.5917, -0.0528], [-0.2218, 6.4216, -0.1197], [0.3671, 5.1537, -0.0550], [-0.4417, 4.0493, 0.0976], [-5.0510, -2.3010, -0.0940], [-6.0648, -0.0795, -0.5209], [-4.6573, 1.9364, -0.5398], [-1.1827, -0.4716, 0.1132], [-2.6061, -2.4755, 0.2613], [-3.4952, 5.5635, 0.0171], [-2.0204, 7.5849, -0.1012], [0.4152, 7.2898, -0.2317], [1.4425, 5.0685, -0.1192], [1.7955, -4.6884, 2.4506], [1.3132, -4.8659, 1.1023], [2.0502, -5.8311, 0.2902], [0.3861, -3.9731, 0.5739], [0.1371, -2.4955, 1.2374], [-0.2622, -4.4286, -0.5537], [-0.5481, -5.8426, -0.7838], [-0.8277, -3.5195, -1.5351], [2.0816, -5.6715, 2.8272], [1.0234, -4.2386, 3.0669], [2.6767, -4.0379, 2.4384], [3.1031, -5.7581, 0.5606], [1.9424, -5.6149, -0.7683], [1.7046, -6.8433, 0.5144], [-0.3465, -6.4330, 0.1043], [0.0369, -6.2074, -1.6311], [-1.6047, -5.9334, -1.0332], [-0.5819, -2.4943, -1.3035], [-1.9117, -3.6493, -1.5620], [-0.4238, -3.8031, -2.5123]], "lowdin_spin": [0.00, 0.00, 0.00, 0.00, 0.00, 0.00, 0.00, 0.00, 0.00, 0.00, 0.00, 0.00, 0.00, 0.00, 0.00, 0.00, 0.00, 0.00, 0.00, 0.00, 0.00, 0.00, 0.00, 0.00, 0.00, 0.00, 0.00, 0.00, 0.00, 0.00, 0.00, 0.00, 0.00, 0.00, 0.00, 0.00, 0.00, 0.00, 0.00, 0.00, 0.00, 0.00, 0.00, 0.00, 0.00, 0.00, 0.00, 0.00, 0.00, 0.00, 0.00, 0.00, 0.00, 0.00, 0.00, 0.05, 0.40, 0.04, 0.03, -0.09, 0.37, 0.04, 0.04, 0.01, 0.01, 0.02, 0.01, 0.00, 0.02, 0.00, 0.02, 0.01, 0.00, 0.02, 0.02], "total_charge": 2, "spin_multiplicity": 2, "e_homo_ha": [-0.5006, -0.5006]}

---

[2]
{"formula": "CH4ClN2O", "method": "ωB97M-V/def2-TZVPD", "symbols": ["C", "N", "N", "O", "Cl", "H", "H", "H", "H"], "coordinates": [[-0.9215, 0.7602, 0.0444], [1.5258, -0.8104, 0.3078], [-0.5267, -0.5395, -0.2047], [-1.1903, -1.4960, -0.3343], [2.3154, 0.5341, 0.4936], [-1.1226, 1.0801, -0.9874], [-0.0439, 1.1399, 0.6212], [-1.9225, 0.6952, 0.5212], [1.8863, -1.3636, -0.4617]], "nbo_charge": [-0.52, -0.49, 0.40, -0.04, 0.41, 0.31, 0.27, 0.29, 0.38], "total_charge": 1, "spin_multiplicity": 1, "e_homo_ha": [-0.5641, -0.5615]}

---

[3]
{"formula": "C5H10S3", "method": "ωB97M-V/def2-TZVPD", "symbols": ["C", "C", "C", "C", "C", "S", "S", "S", "H", "H", "H", "H", "H", "H", "H", "H", "H", "H"], "coordinates": [[-1.7352, -0.5397, -0.2062], [-0.8368, 0.4371, -0.4562], [-3.1398, -0.4155, 0.3734], [0.4512, 0.3303, -1.1270], [2.0232, 0.0499, 0.1468], [1.5210, -1.2013, 1.3009], [3.4486, -0.6897, -0.7327], [2.3963, 1.6771, 0.8044], [-1.4728, -1.5619, -0.3490], [-1.0919, 1.4563, -0.2694], [-3.7135, -1.2792, -0.0429], [-3.3094, -0.2983, 1.4072], [-3.4900, 0.5776, -0.0078], [0.5749, -0.5331, -1.7456], [0.6536, 1.1455, -1.6289], [0.2806, -0.7228, 1.6387], [4.3013, 0.3293, -0.8832], [3.1386, 1.2382, 1.7774]], "nbo_charge": [-0.13, -0.25, -0.66, -0.32, -0.52, 0.02, 0.00, 0.02, 0.19, 0.20, 0.22, 0.23, 0.22, 0.21, 0.19, 0.14, 0.14, 0.12], "spin_multiplicity": 1, "e_homo_ha": -0.3085}

---

ΔE to the lowest compared entry with this formula, charge and spin / kcal/mol: 12.0 132.8 66.4